No. 1
Here is a cluster of 2 separate species, C4H5FN2 in total in a non-equilibrium geometry from the Open Molecules 2025 dataset. Energies are from the ωB97M-V functional and the def2-TZVPD basis.

largest force on an atom: 3.535 eV/A
energy: -9923.125 eV
energy relative to the best compared isomer or geometry (same formula, charge and spin): 84.8 kcal per mole
SMILES: CN=C=CF.C#N

```
12
Properties=species:S:1:pos:R:3:forces:R:3
C 1.815003 0.687133 -0.251399 1.800 2.057 -0.404
N 1.305641 -0.479862 -0.766896 -0.197 -2.597 -1.681
C 0.484737 -1.132377 -0.168604 -1.692 0.286 -0.113
C -0.534084 -1.699200 0.423024 -0.722 -3.011 1.706
F -1.895075 -1.497744 0.212792 1.190 0.513 -0.439
H 1.629136 1.505996 -0.968201 0.265 -0.241 0.526
H 2.864920 0.607175 0.007295 0.547 -0.102 -0.795
H 1.408598 0.845208 0.676756 -1.455 1.199 2.197
H -0.458343 -2.631540 1.081297 0.351 1.696 -0.988
C -2.228868 1.260834 -0.156559 1.015 0.249 0.724
N -1.141939 1.448499 0.145366 0.048 0.200 -0.307
H -3.249731 1.085878 -0.234873 -1.148 -0.250 -0.427
```
Positions in Å, forces in eV/Å.

---

No. 2
Here is a structure of composition C40H53BrCaN8O4S from the Open Molecules 2025 dataset. Energies are from the ωB97M-V functional and the def2-TZVPD basis.

largest force on an atom: 0.971 eV/A
energy: -161756.257 eV
net charge: +2

```
108
Properties=species:S:1:pos:R:3:forces:R:3
Ca 1.050460 0.006728 1.224064 0.196 -0.161 -0.514
Br -5.289911 1.566115 4.044059 -0.261 0.124 0.053
C -3.594588 0.839835 3.700611 0.271 -0.190 -0.044
C -3.416623 -0.549529 3.716401 -0.049 -0.096 -0.009
C -2.186126 -1.093858 3.459503 -0.162 0.125 -0.038
C -1.053298 -0.297211 3.156157 0.568 0.021 0.153
O 0.083952 -0.883584 2.931835 -0.480 -0.026 0.555
C -1.234743 1.134675 3.167098 0.114 -0.095 -0.001
C -0.164192 2.122491 3.017793 -0.219 -0.265 0.308
N 1.003300 1.871905 2.544419 0.438 0.473 0.089
C 2.074084 2.812408 2.492106 -0.392 -0.670 0.005
C 1.947884 4.142041 2.763619 0.124 0.432 0.037
C 3.057544 5.017778 2.710014 -0.296 -0.093 0.042
C 4.288335 4.541167 2.387588 0.140 -0.172 -0.044
C 4.458884 3.163851 2.086534 0.208 0.197 -0.010
C 5.728508 2.634839 1.751112 0.028 0.234 0.016
C 5.852881 1.319833 1.442517 -0.094 -0.166 -0.052
C 4.691113 0.523273 1.475995 0.134 -0.175 -0.014
N 3.498372 0.939838 1.805285 -0.310 0.885 0.252
C 3.360581 2.286024 2.119236 -0.260 -0.506 -0.013
C -2.518760 1.645542 3.461951 0.192 0.355 -0.075
H -4.256500 -1.190743 3.955532 -0.004 0.011 -0.002
H -2.033846 -2.164894 3.498326 -0.002 -0.011 0.002
H -0.404152 3.123727 3.386080 -0.135 -0.038 0.020
H 0.982594 4.550625 3.031970 0.018 0.013 0.001
H 2.917230 6.064221 2.944532 -0.004 0.001 -0.004
H 5.150260 5.196003 2.366601 0.014 -0.021 -0.017
H 6.588275 3.294929 1.738529 -0.021 0.002 0.007
H 6.800521 0.881848 1.163874 0.003 -0.007 0.012
H 4.788775 -0.529808 1.215848 -0.037 0.015 -0.016
H -2.642731 2.722354 3.499982 -0.036 -0.012 -0.008
O -0.485974 -1.123328 -1.287929 -0.693 -0.061 0.269
O -0.783392 -0.647304 0.069823 -0.019 -0.168 -0.233
N 2.840677 -4.799026 1.960147 -0.062 0.185 -0.037
C 3.649108 -3.655233 2.548445 -0.115 -0.443 -0.097
C 2.780354 -2.415804 2.524855 -0.022 0.172 -0.165
N 2.287664 -2.097532 1.182262 0.302 -0.277 -0.043
C 1.555090 -3.212187 0.586288 -0.111 0.206 0.095
C 2.372601 -4.487043 0.550020 0.264 -0.204 0.261
H 2.019518 -4.946614 2.552673 0.003 -0.019 -0.003
H 3.373039 -5.669069 1.978392 0.050 0.027 -0.030
H 4.537578 -3.565345 1.923759 0.009 0.045 0.016
H 3.941504 -3.955483 3.553040 0.004 0.075 0.025
H 3.343524 -1.573377 2.926191 -0.019 0.026 -0.030
H 1.906681 -2.543034 3.172348 -0.019 0.052 0.005
H 3.013916 -1.745784 0.558952 0.036 -0.164 0.078
H 1.225034 -2.953143 -0.419737 0.032 0.036 -0.004
H 0.648367 -3.356704 1.183818 -0.025 -0.013 -0.031
H 3.283270 -4.374300 -0.038491 -0.046 -0.004 -0.068
H 1.817623 -5.353323 0.195379 -0.061 0.046 -0.035
C 3.109062 4.531397 -2.968074 -0.138 -0.188 0.019
N 2.456002 3.634022 -2.020498 0.127 0.135 0.023
N 2.875370 2.335316 -1.802888 0.097 0.168 -0.301
C 1.897273 1.656441 -1.120384 -0.012 -0.309 0.008
O 2.029866 0.460986 -0.750899 0.308 0.230 -0.484
C 0.833545 2.581668 -0.929175 0.079 0.047 -0.082
C 1.221429 3.766481 -1.504267 -0.106 0.136 -0.001
C 0.472222 5.049028 -1.631700 -0.023 -0.083 0.042
C 4.197604 1.910551 -2.114347 -0.249 0.053 0.226
C 4.388094 0.672362 -2.706509 0.082 -0.045 -0.036
C 5.681889 0.259928 -2.990976 0.022 -0.004 -0.015
C 6.765872 1.083879 -2.710142 -0.085 -0.003 -0.004
C 6.555744 2.325866 -2.126279 0.001 -0.037 0.016
C 5.269410 2.735178 -1.809055 0.150 0.012 0.059
H 3.745306 3.953060 -3.632373 -0.024 0.015 0.005
H 3.710770 5.278063 -2.453490 0.009 0.029 -0.016
H 2.341003 5.018156 -3.562969 0.023 0.066 -0.010
H -0.115721 2.379878 -0.460414 0.015 -0.049 0.013
H -0.431484 5.003155 -1.028963 0.003 0.004 -0.006
H 0.177378 5.234808 -2.665710 0.010 -0.011 -0.011
H 1.071784 5.894616 -1.294854 0.014 -0.005 0.000
H 3.533353 0.053724 -2.940973 0.007 -0.003 0.005
H 5.841983 -0.700745 -3.462531 0.011 0.000 0.001
H 7.768436 0.763424 -2.958712 0.003 0.001 0.002
H 7.394150 2.974721 -1.908990 -0.005 -0.008 -0.001
H 5.098895 3.687803 -1.323175 0.017 -0.024 0.007
C -6.670022 -4.395944 -0.034976 -0.093 0.006 -0.063
C -5.398761 -4.519924 0.795844 -0.015 -0.026 0.094
C -4.191226 -3.824203 0.174935 0.067 -0.051 -0.045
C -4.320472 -2.311317 0.213668 0.096 0.250 0.073
N -3.223541 -1.626246 -0.483359 0.147 -0.174 0.184
C -3.118626 -1.310463 -1.743788 -0.053 0.008 -0.048
S -1.623099 -0.546005 -2.293884 0.286 0.192 -0.175
N -4.041708 -1.395022 -2.693416 -0.034 -0.144 -0.119
C -5.447830 -1.847084 -2.638417 0.157 0.247 0.047
C -6.107009 -1.563309 -3.978922 -0.045 -0.181 0.035
C -6.263692 -0.081371 -4.307678 0.067 0.048 -0.032
C -7.231361 0.650307 -3.388221 -0.083 0.041 0.082
H -7.483425 -4.973828 0.401960 0.020 -0.009 0.017
H -6.514430 -4.769800 -1.050146 0.013 -0.026 0.019
H -7.025865 -3.366034 -0.110437 0.038 0.008 0.020
H -5.159215 -5.575230 0.936316 -0.011 -0.009 -0.038
H -5.571274 -4.118785 1.800003 0.005 0.003 -0.021
H -4.059465 -4.152830 -0.862321 -0.037 -0.011 0.013
H -3.279752 -4.106598 0.709767 0.007 0.002 -0.024
H -4.261989 -1.952978 1.240837 -0.044 -0.040 0.066
H -5.276686 -1.972173 -0.173707 0.102 -0.085 0.035
H -2.364863 -1.380115 0.052717 -0.041 0.113 0.001
H -3.685039 -1.241491 -3.626485 -0.064 -0.016 -0.022
H -5.965852 -1.309711 -1.845297 0.000 0.031 -0.105
H -5.470900 -2.912416 -2.406570 -0.034 -0.005 -0.017
H -7.088570 -2.043291 -3.956151 -0.005 0.039 -0.038
H -5.542033 -2.074186 -4.765866 0.007 0.009 0.009
H -6.603610 -0.001345 -5.341267 -0.037 0.012 0.014
H -5.289140 0.417940 -4.277970 0.002 -0.014 -0.023
H -8.209400 0.165242 -3.376324 0.013 -0.011 -0.024
H -7.380415 1.678665 -3.715081 0.014 -0.007 -0.021
H -6.874259 0.697036 -2.356873 0.025 -0.024 -0.016
```
Positions in Å, forces in eV/Å.

---

No. 3
Here is an isolated molecule of C6H4BrClFI in a non-equilibrium geometry from the Open Molecules 2025 dataset. Energies are from the ωB97M-V functional and the def2-TZVPD basis.

largest force on an atom: 4.490 eV/A
energy: -99666.019 eV

```
14
Properties=species:S:1:pos:R:3:forces:R:3
C 0.350743 1.190517 1.619938 -0.851 1.864 2.362
C 1.691236 1.262156 1.204473 2.731 0.646 -0.704
C -0.584721 0.517838 0.972121 0.942 -0.257 -0.872
C 2.378605 0.457425 0.420081 -2.607 -3.248 -1.679
C -0.249726 -0.238810 -0.300278 0.678 0.776 0.309
C 0.925538 -1.130040 -0.261111 2.747 1.353 0.110
F 2.366824 2.364950 1.706409 -0.549 -0.526 -0.033
Cl -2.199947 0.479098 1.460105 -0.818 0.021 0.327
Br 0.929349 -2.478707 1.108598 0.031 0.240 -0.483
I 4.222989 0.384253 -0.392912 0.147 0.177 0.147
H 0.237839 1.888632 2.528731 -0.588 -1.426 -1.405
H -1.084720 -0.805026 -0.578700 -1.491 -0.796 -0.578
H 0.041343 0.413426 -1.137304 -0.561 0.420 0.266
H 1.149132 -1.548682 -1.325760 0.187 0.757 2.233
```
Positions in Å, forces in eV/Å.

---

Frontier orbital gap (computed, eV): 9.6; 6.7; 8.6